No. 1
The following is a DFT calculation (ωB97M-V/def2-TZVPD) of an isolated molecule of C4H8O2.

```
14
Properties=species:S:1:pos:R:3:lowdin_charge:R:1
C -0.06288 2.02965 0.32393 -0.055
C -0.58929 0.60444 0.38643 -0.435
O -1.90764 0.62967 -0.16428 -0.035
C 0.34821 -0.32688 -0.30978 -0.112
C 0.97219 -2.58090 -0.43173 -0.031
O 0.19816 -1.59698 -0.07038 -0.082
H -0.05978 2.37387 -0.71551 0.087
H -0.70770 2.69447 0.90403 0.082
H 0.95499 2.09038 0.72257 0.083
H -0.65607 0.28234 1.43884 0.144
H -2.23502 -0.27801 -0.13717 0.089
H 1.22592 -0.02079 -0.87882 0.130
H 1.92518 -2.34240 -0.88692 0.071
H 0.59373 -3.55888 -0.18122 0.063
```

Values from the calculation:
- Energy above the lowest of the compared OMol25 structures with the same formula, charge and spin: 98.7 kcal per mole
- HOMO (alpha / beta): -0.27523 / -0.27962 hartree
- Frontier orbital gap (alpha / beta): 8.17 / 8.25 eV

No. 2
The following is a DFT calculation (ωB97M-V/def2-TZVPD) of a structure of composition C3H2FLiNaO3.

```
11
Properties=species:S:1:pos:R:3:lowdin_charge:R:1
O -0.20297 -0.98844 -1.13489 0.088
C -0.45766 0.22120 -0.62288 -0.630
C 0.87906 -1.54634 -0.43679 -0.069
O -1.56045 0.71278 -0.55375 0.020
O 0.68127 0.70194 -0.16340 0.047
C 1.46568 -0.43734 0.18550 -0.076
Na -2.01764 2.18945 1.17510 0.389
F 0.55751 -2.22012 1.45999 -0.577
H 0.66723 -2.60654 -0.59765 0.144
H 2.50070 -0.25579 0.45985 0.119
Li -0.45608 -0.43485 2.49107 0.543
```

Values from the calculation:
- Energy above the lowest of the compared OMol25 structures with the same formula, charge and spin: 67.1 kcal per mole
- HOMO (alpha / beta): -0.18697 / -0.28672 hartree
- Frontier orbital gap (alpha / beta): 4.68 / 7.21 eV
- 2S+1: 2

No. 3
The following is a DFT calculation (ωB97M-V/def2-TZVPD) of a cluster of 2 separate species, C5H15NO in total.

```
22
Properties=species:S:1:pos:R:3:lowdin_charge:R:1
C -1.71872 -0.55392 0.29791 -0.300
N -0.30381 -0.79602 0.51527 -0.239
C 0.47036 0.01952 -0.42314 -0.336
C 1.97055 -0.19508 -0.32423 -0.218
C 0.16215 -0.67271 1.89139 -0.113
C -2.65196 -1.11704 1.34356 -0.127
H -2.00016 -1.01978 -0.64972 0.108
H -1.88966 0.52444 0.14307 0.110
H 0.19615 1.08168 -0.39349 0.090
H 0.14095 -0.32517 -1.41417 0.088
H 2.46720 -0.12828 -1.28590 -0.001
H 2.43362 0.51575 0.36420 0.045
H 2.15526 -1.18797 0.09888 0.057
H -0.65359 -0.76564 2.59971 0.053
H 0.63385 0.29888 2.06257 0.079
H 0.91831 -1.43685 2.09341 0.073
H -2.45397 -2.17434 1.51678 0.075
H -2.64792 -0.61349 2.31886 0.059
H -3.69809 -1.03700 1.05916 0.061
H 1.53019 2.56729 -3.67239 -0.076
H 2.44231 2.30429 -2.50169 -0.084
O 1.57852 2.71854 -2.70961 -0.403
```

Values from the calculation:
- Energy above the lowest of the compared OMol25 structures with the same formula, charge and spin: 19.5 kcal per mole
- Net charge: -1
- HOMO (alpha / beta): 0.04229 / -0.19613 hartree
- Frontier orbital gap (alpha / beta): 2.13 / 8.52 eV
- 2S+1: 2